--- a ---
A 2-piece molecular cluster, C4H8NS overall. Source: the OMol25 dataset; level of theory: wB97M-V/def2-TZVPD.

Positions of all 14 atoms, in Å:
C1 1.7250 -0.4282 2.1504
C2 0.5961 -0.2822 2.4703
C3 -1.1576 0.7236 -0.5253
C4 -0.4563 -0.0364 -1.3906
N1 0.6838 -0.6191 -0.8707
S1 -2.5688 1.6135 -0.8186
H1 2.7706 -0.5041 1.9855
H2 -2.7984 1.0845 -1.9648
H3 -0.3258 -0.1574 2.9396
H4 -0.7071 0.5921 0.4625
H5 -0.7421 0.1898 -2.4331
H6 0.6853 -0.4248 0.1660
H7 1.4844 -0.1904 -1.2090
H8 0.8109 -1.5609 -0.9620

Calculated values
Gap between HOMO and LUMO, eV: 9.80
HOMO, eV: -13.205
Total charge: +1
E_LUMO, eV: -3.40



--- b ---
A 2-piece molecular cluster, C4H8NS overall. Source: the OMol25 dataset; level of theory: wB97M-V/def2-TZVPD.

Positions of all 14 atoms, in Å:
C1 0.5860 0.0791 3.0797
C2 1.3232 -0.1759 2.1761
C3 -1.2508 -0.0451 -0.6864
C4 1.0444 -0.4105 -0.9503
N1 -0.1623 0.7069 -1.2830
S1 -0.3303 -1.6367 -0.2490
H1 0.0784 0.5196 3.8839
H2 -0.2684 -1.4921 1.2412
H3 2.1121 -0.2094 1.4783
H4 -1.8767 0.3799 0.2096
H5 -2.0372 -0.1726 -1.4080
H6 1.3441 -0.8701 -1.9114
H7 -0.0758 0.8405 -2.3874
H8 0.1714 1.6130 -0.8307

Calculated values
Gap between HOMO and LUMO, eV: 8.67
HOMO, eV: -13.132
Total charge: +1
E_LUMO, eV: -4.46



Which structure is the most stable? The one labeled a.



--- a ---
A 2-piece molecular cluster, C7H16O overall. Source: the OMol25 dataset; level of theory: wB97M-V/def2-TZVPD.

Positions of all 24 atoms, in Å:
C1 -0.0051 1.3265 -2.9614
C2 0.5159 1.4760 -1.5566
C3 1.0123 0.4398 -0.9035
C4 1.5237 0.5410 0.5359
C5 0.4475 0.1406 1.5682
C6 0.6984 -1.1835 2.2928
C7 -0.5447 -1.8969 2.7732
H1 0.6614 0.6858 -3.5216
H2 -0.0670 2.2620 -3.4981
H3 -1.0233 0.9537 -2.9602
H4 0.5172 2.4574 -1.0782
H5 1.1843 -0.5264 -1.3676
H6 1.8580 1.5664 0.6618
H7 2.3493 -0.1559 0.5972
H8 0.2439 0.9187 2.3102
H9 -0.5082 0.0749 1.0369
H10 1.4022 -0.9876 3.1169
H11 1.2872 -1.8629 1.6767
H12 -1.2093 -2.1348 1.9294
H13 -0.2753 -2.8653 3.2057
H14 -1.1397 -1.3552 3.5159
O1 -3.2767 -0.1319 -2.5276
H15 -3.1423 0.7954 -2.7333
H16 -2.5097 -0.5378 -2.1128

Calculated values
Gap between HOMO and LUMO, eV: 10.27
Structure (SMILES): C/C=C/CCCC.O
HOMO, eV: -9.355
E_LUMO, eV: 0.92



--- b ---
C7H16O as an isolated structure. Source: the OMol25 dataset; level of theory: wB97M-V/def2-TZVPD.

Positions of all 24 atoms, in Å:
C1 -0.5684 0.7187 -0.1855
C2 0.1397 -0.5040 -0.4302
C3 0.3577 -0.2136 -2.3434
C4 -1.1196 0.3051 1.6573
C5 0.1535 2.0465 -0.1723
C6 1.4887 -0.7628 0.1936
C7 -1.4701 -1.1039 2.0738
O1 1.7001 -0.2856 -2.7707
H1 2.0595 -1.1404 -2.5019
H2 -1.5351 0.7649 -0.6866
H3 -0.4858 -1.3953 -0.4375
H4 -0.2272 -1.0421 -2.7544
H5 -0.0400 0.7089 -2.7657
H6 -1.9931 0.9605 1.6993
H7 -0.3485 0.7342 2.2994
H8 0.6857 2.2295 0.7627
H9 -0.5583 2.8624 -0.3203
H10 0.9096 2.1206 -0.9593
H11 2.2128 0.0278 -0.0086
H12 1.4253 -0.8953 1.2758
H13 1.8991 -1.6952 -0.2088
H14 -0.5775 -1.7312 2.1660
H15 -1.9599 -1.1279 3.0572
H16 -2.1481 -1.5819 1.3600

Calculated values
Gap between HOMO and LUMO, eV: 8.75
HOMO, eV: -7.838
E_LUMO, eV: 0.91



Which structure is the most stable? The one labeled a.



--- a ---
The molecule C4H7NO2S2. Source: the OMol25 dataset; level of theory: wB97M-V/def2-TZVPD.

Positions of all 16 atoms, in Å:
C1 -0.5523 -0.6193 0.6599
C2 0.2584 1.0182 -1.7688
C3 -0.2112 1.5323 -0.3277
C4 -0.0028 -0.4204 -1.9465
N1 0.0187 0.5868 0.7013
O1 1.5363 -1.0686 2.0898
O2 -0.5952 -2.0769 2.8359
S1 -1.3143 -1.0223 -0.9254
S2 0.4583 -1.8835 1.5714
H1 -0.3171 1.6339 -2.4631
H2 1.3198 1.2315 -1.9178
H3 0.2886 2.4713 -0.0959
H4 -1.2889 1.6889 -0.4119
H5 0.8658 -1.0698 -1.8677
H6 0.8770 0.6296 1.2569
H7 -1.3414 -2.6318 2.6095

Calculated values
Gap between HOMO and LUMO (spin up / spin down), eV: 7.86 / 6.48
HOMO (spin up / spin down), eV: -8.240 / -7.167
E_LUMO (spin up / spin down), eV: -0.38 / -0.68



--- b ---
The molecule C4H7NO2S2. Source: the OMol25 dataset; level of theory: wB97M-V/def2-TZVPD.

Positions of all 16 atoms, in Å:
C1 -2.3541 -0.8133 3.0912
C2 -1.5006 1.2066 -0.3844
C3 1.8156 -1.6881 -0.4482
C4 -1.7629 0.1290 2.2346
N1 -2.5869 -1.4935 4.0032
O1 -0.4347 -1.0792 0.0703
O2 1.2857 0.7722 0.3804
S1 -1.8620 -0.2059 0.5885
S2 0.9781 -0.5956 0.7617
H1 -2.0587 2.1520 0.1193
H2 -1.9608 0.8947 -1.3025
H3 -0.4299 1.3761 -0.5573
H4 0.9904 -2.2228 -0.7931
H5 2.3262 -1.0758 -1.1515
H6 2.4247 -2.3169 0.1480
H7 -1.0862 0.9258 2.6775

Calculated values
Gap between HOMO and LUMO, eV: 9.15
HOMO, eV: -8.821
E_LUMO, eV: 0.33



Which structure is the most stable? The one labeled a.



--- a ---
C3H6Cl6 as an isolated structure. Source: the OMol25 dataset; level of theory: wB97M-V/def2-TZVPD.

Positions of all 15 atoms, in Å:
C1 -1.8271 11.4700 34.7189
Cl1 -3.3876 10.8539 35.0957
Cl2 -1.1630 10.9678 33.1228
H1 -1.9039 12.5518 34.8278
H2 -1.1225 11.1373 35.4811
C2 -5.9810 10.7919 34.1655
Cl3 -5.8566 10.4325 35.8878
Cl4 -6.3685 9.4426 33.1279
H3 -6.7966 11.5075 34.0618
H4 -4.9432 11.0253 33.9277
C3 1.7315 12.5291 36.5335
Cl5 3.0656 12.9045 35.4338
Cl6 0.2336 12.5400 35.5350
H5 2.0450 11.5667 36.9381
H6 1.6603 13.2884 37.3124

Calculated values
Gap between HOMO and LUMO, eV: 10.67
HOMO, eV: -10.222
E_LUMO, eV: 0.44



--- b ---
A 3-piece molecular cluster, C3H6Cl6 overall. Source: the OMol25 dataset; level of theory: wB97M-V/def2-TZVPD.

Positions of all 15 atoms, in Å:
Cl1 -1.5316 -0.0947 -0.7517
C1 0.0144 -0.3269 -1.5470
Cl2 0.8370 -1.7851 -0.9867
H1 -0.1492 -0.4226 -2.6129
H2 0.6522 0.5224 -1.3299
Cl3 -0.7495 -3.8127 3.1689
C2 -1.1913 -3.2291 1.5587
Cl4 -2.8236 -3.7352 1.0829
H3 -1.1718 -2.1474 1.5584
H4 -0.4967 -3.6273 0.8330
Cl5 -0.1665 3.1681 0.3664
C3 1.3693 3.8586 -0.1416
Cl6 2.2107 2.8424 -1.3224
H5 1.1897 4.8216 -0.6030
H6 2.0069 3.9678 0.7270

Calculated values
Gap between HOMO and LUMO, eV: 11.40
Structure (SMILES): ClCCl.ClCCl.ClCCl
HOMO, eV: -10.760
E_LUMO, eV: 0.64



Which structure is the most stable? The one labeled b.



--- a ---
The molecule C3H5NSSi. Source: the OMol25 dataset; level of theory: wB97M-V/def2-TZVPD.

Positions of all 11 atoms, in Å:
C1 1.8115 1.1487 -0.0910
C2 2.5199 -1.3012 0.0446
C3 0.4116 -0.4536 0.1177
N1 1.2214 -1.3575 0.0958
Si1 -1.3784 -0.0939 -0.0273
S1 3.1789 0.3274 -0.0729
H1 1.7115 2.1794 0.0687
H2 3.1315 -2.0708 0.2527
H3 -2.2055 -0.8792 1.0208
H4 -1.3989 -0.2834 -1.5623
H5 -1.4312 1.3576 -0.0156

Calculated values
Gap between HOMO and LUMO (spin up / spin down), eV: 7.92 / 7.92
HOMO (spin up / spin down), eV: -7.671 / -7.671
E_LUMO (spin up / spin down), eV: 0.25 / 0.25



--- b ---
The molecule C3H5NSSi. Source: the OMol25 dataset; level of theory: wB97M-V/def2-TZVPD.

Positions of all 11 atoms, in Å:
Si1 1.9402 -0.1463 -0.0772
C1 0.0007 -0.0089 0.0195
C2 -0.8599 -1.0267 -0.0634
S1 -2.5113 -0.5574 -0.0489
C3 -1.8916 1.1319 0.0829
N1 -0.6254 1.1988 0.0304
H1 2.1869 0.4707 1.3000
H2 2.2795 0.6721 -1.2115
H3 2.6460 -1.4698 -0.0857
H4 -0.4665 -2.0926 -0.0110
H5 -2.6985 1.8281 0.0649

Calculated values
Gap between HOMO and LUMO, eV: 10.16
Structure (SMILES): [SiH3]c1cscn1
HOMO, eV: -9.356
E_LUMO, eV: 0.81



Which structure is the most stable? The one labeled b.



--- a ---
A 2-piece molecular cluster, C2H4BrP overall. Source: the OMol25 dataset; level of theory: wB97M-V/def2-TZVPD.

Positions of all 8 atoms, in Å:
C1 -1.5416 -1.3534 -0.1317
C2 -2.5775 -1.0933 -0.6475
H1 -0.7181 -1.7078 0.4847
H2 -3.5135 -0.6813 -1.0060
P1 1.9713 1.3977 -0.2464
Br1 2.2384 -0.6424 0.4984
H3 1.0770 2.0220 0.5767
H4 3.0639 2.0584 0.4718

Calculated values
Gap between HOMO and LUMO, eV: 9.94
Structure (SMILES): C#C.PBr
HOMO, eV: -9.601
E_LUMO, eV: 0.34



--- b ---
The molecule C2H4BrP. Source: the OMol25 dataset; level of theory: wB97M-V/def2-TZVPD.

Positions of all 8 atoms, in Å:
P1 1.8585 -0.0385 -0.4101
C1 -0.1474 0.0717 -0.3106
C2 -1.3029 -0.4993 0.2397
Br1 -3.0082 0.3080 -0.1060
H1 2.0878 -0.3447 1.0941
H2 2.1118 1.2136 -0.1027
H3 -0.1329 0.7726 -1.1713
H4 -1.4667 -1.4833 0.7669

Calculated values
Gap between HOMO and LUMO, eV: 9.70
Structure (SMILES): P/C=C/Br
HOMO, eV: -9.055
E_LUMO, eV: 0.64



--- c ---
A 2-piece molecular cluster, C2H4BrP overall. Source: the OMol25 dataset; level of theory: wB97M-V/def2-TZVPD.

Positions of all 8 atoms, in Å:
C1 -0.6381 -0.4238 0.4137
C2 0.5554 0.3382 0.8703
P1 -0.7115 1.5206 0.2993
Br1 1.4394 0.5631 2.6392
H1 -0.5805 -0.7963 -0.5974
H2 -1.4192 -0.9284 0.9321
H3 1.8055 0.6337 -0.0432
H4 -0.2783 1.6473 -1.0889

Calculated values
Gap between HOMO and LUMO, eV: 9.54
HOMO, eV: -9.296
E_LUMO, eV: 0.25



Which structure is the most stable? The one labeled a.